{
  "formula": "C32H74BrN4O",
  "method": "wB97M-V/def2-TZVPD",
  "lumo_ev": -6.09,
  "e_tot_ha": -4130.876178,
  "largest_force_ha_per_bohr": 0.0753,
  "homo_ev": -10.620,
  "homo_lumo_gap_ha": 0.166,
  "total_charge": 3,
  "relative_energy_kj_mol": 453.9,
  "elements": ["C", "C", "C", "C", "N", "C", "C", "C", "C", "C", "H", "H", "H", "H", "H", "H", "H", "H", "H", "H", "H", "H", "H", "H", "H", "H", "H", "H", "H", "H", "C", "C", "C", "C", "N", "C", "C", "C", "C", "C", "H", "H", "H", "H", "H", "H", "H", "H", "H", "H", "H", "H", "H", "H", "H", "H", "H", "H", "H", "H", "C", "C", "C", "C", "N", "C", "C", "C", "C", "C", "H", "H", "H", "H", "H", "H", "H", "H", "H", "H", "H", "H", "H", "H", "H", "H", "H", "H", "H", "H", "C", "N", "C", "C", "C", "C", "O", "H", "H", "H", "H", "H", "H", "H", "H", "H", "H", "H", "H", "H", "H", "Br"],
  "xyz": [[4.17, 3.54, 1.91], [4.47, 3.34, 0.44], [4.86, 1.93, -0.03], [4.95, 1.91, -1.54], [5.73, 0.71, -2.16], [5.01, -0.67, -1.85], [5.13, -1.64, -3.09], [5.59, -0.78, -4.27], [5.59, 0.65, -3.73], [7.14, 0.47, -1.63], [4.60, 4.54, 1.98], [4.67, 2.91, 2.65], [3.14, 3.78, 2.17], [5.30, 3.99, 0.16], [3.64, 3.72, -0.15], [4.19, 1.16, 0.33], [5.79, 1.70, 0.50], [5.54, 2.79, -1.79], [3.98, 1.98, -2.02], [5.27, -1.17, -0.92], [3.98, -0.31, -1.84], [5.83, -2.48, -3.00], [4.20, -2.16, -3.29], [6.64, -0.96, -4.49], [4.87, -0.84, -5.09], [6.36, 1.29, -4.16], [4.61, 1.11, -3.85], [7.60, -0.41, -2.10], [7.17, 0.25, -0.57], [7.68, 1.35, -1.97], [-4.86, 6.57, 7.07], [-3.84, 6.48, 5.96], [-3.97, 7.48, 4.83], [-2.94, 7.41, 3.60], [-3.53, 7.93, 2.24], [-4.65, 7.13, 1.55], [-3.92, 6.10, 0.73], [-2.53, 6.59, 0.61], [-2.39, 7.95, 1.23], [-3.98, 9.41, 2.31], [-4.87, 5.69, 7.70], [-5.90, 6.75, 6.78], [-4.51, 7.32, 7.78], [-3.88, 5.50, 5.48], [-2.80, 6.63, 6.26], [-3.98, 8.48, 5.26], [-5.00, 7.44, 4.46], [-2.69, 6.36, 3.44], [-2.09, 8.05, 3.86], [-5.13, 7.86, 0.90], [-5.42, 6.70, 2.19], [-4.37, 5.95, -0.25], [-3.98, 5.09, 1.14], [-2.34, 6.64, -0.46], [-1.88, 5.96, 1.23], [-2.51, 8.67, 0.42], [-1.46, 8.28, 1.68], [-4.83, 9.66, 2.96], [-4.22, 9.71, 1.29], [-3.07, 9.94, 2.58], [1.85, -4.10, 1.93], [0.78, -5.10, 1.64], [1.26, -6.30, 0.84], [0.16, -7.49, 0.71], [0.49, -8.62, -0.25], [0.60, -7.94, -1.64], [0.07, -9.00, -2.62], [-0.20, -10.26, -1.80], [-0.61, -9.61, -0.42], [1.82, -9.36, 0.18], [1.45, -3.32, 2.58], [2.24, -3.62, 1.03], [2.67, -4.65, 2.39], [0.02, -4.61, 1.04], [0.40, -5.44, 2.60], [2.09, -6.88, 1.26], [1.69, -5.95, -0.10], [-0.86, -7.14, 0.53], [0.05, -8.00, 1.67], [1.65, -7.73, -1.87], [0.00, -7.03, -1.60], [0.95, -9.31, -3.19], [-0.63, -8.57, -3.32], [0.62, -10.97, -1.89], [-1.04, -10.77, -2.26], [-0.69, -10.36, 0.38], [-1.51, -9.01, -0.26], [1.97, -10.11, -0.60], [1.65, -9.80, 1.16], [2.63, -8.63, 0.16], [-3.16, -0.70, -4.55], [-3.01, -1.23, -3.11], [-3.60, -2.68, -3.06], [-1.53, -1.33, -2.70], [-3.73, -0.13, -2.19], [-4.28, -0.62, -0.86], [-3.31, -1.28, -0.03], [-4.21, -0.73, -4.84], [-2.54, -1.37, -5.14], [-2.80, 0.33, -4.50], [-3.02, -3.36, -3.68], [-4.63, -2.79, -3.37], [-3.38, -2.93, -2.02], [-0.99, -2.00, -3.37], [-1.57, -1.77, -1.70], [-1.23, -0.29, -2.71], [-4.55, 0.35, -2.72], [-3.01, 0.67, -2.03], [-5.13, -1.29, -0.92], [-4.44, 0.22, -0.18], [-2.84, -0.59, 0.43], [-0.74, 1.78, 3.55]]
}

***

{
  "formula": "C32H74NO18P2S5",
  "method": "wB97M-V/def2-TZVPD",
  "lumo_ev": -2.33,
  "e_tot_ha": -5346.245361,
  "largest_force_ha_per_bohr": 0.0901,
  "homo_ev": -11.679,
  "homo_lumo_gap_ha": 0.344,
  "total_charge": 1,
  "relative_energy_kj_mol": 572.1,
  "elements": ["N", "H", "H", "H", "H", "C", "C", "C", "S", "O", "O", "C", "H", "H", "H", "H", "H", "H", "H", "H", "C", "C", "C", "S", "O", "O", "C", "H", "H", "H", "H", "H", "H", "H", "H", "C", "C", "C", "S", "O", "O", "C", "H", "H", "H", "H", "H", "H", "H", "H", "C", "C", "C", "S", "O", "O", "C", "H", "H", "H", "H", "H", "H", "H", "H", "C", "C", "C", "S", "O", "O", "C", "H", "H", "H", "H", "H", "H", "H", "H", "C", "C", "O", "P", "O", "O", "C", "C", "O", "C", "C", "H", "H", "H", "H", "H", "H", "H", "H", "H", "H", "H", "H", "H", "H", "H", "C", "C", "O", "P", "O", "O", "C", "C", "O", "C", "C", "H", "H", "H", "H", "H", "H", "H", "H", "H", "H", "H", "H", "H", "H", "H"],
  "xyz": [[-0.21, -1.22, -1.02], [0.29, -0.35, -0.95], [0.42, -1.93, -0.69], [-0.52, -1.56, -1.92], [-1.07, -1.21, -0.48], [7.43, 2.31, -2.61], [6.22, 3.26, -2.80], [5.17, 2.41, -3.60], [5.29, 0.67, -3.04], [5.47, -0.09, -4.25], [4.19, 0.35, -2.13], [6.90, 0.91, -2.11], [8.29, 2.71, -2.08], [7.85, 2.29, -3.61], [6.49, 4.12, -3.40], [5.79, 3.67, -1.89], [5.39, 2.33, -4.66], [4.17, 2.83, -3.63], [7.44, -0.03, -2.26], [6.66, 0.95, -1.05], [-7.58, -2.21, 0.65], [-8.05, -1.04, -0.26], [-6.68, -0.46, -0.79], [-5.62, -0.40, 0.79], [-5.88, 0.80, 1.55], [-4.24, -0.74, 0.42], [-6.45, -1.86, 1.65], [-7.32, -3.11, 0.10], [-8.50, -2.46, 1.19], [-8.64, -0.24, 0.20], [-8.64, -1.39, -1.11], [-6.80, 0.56, -1.15], [-6.19, -1.15, -1.48], [-6.52, -1.75, 2.74], [-5.71, -2.65, 1.58], [-3.71, -1.34, -7.48], [-2.82, -0.13, -7.98], [-2.26, 0.63, -6.73], [-3.37, 0.20, -5.33], [-4.05, 1.36, -4.71], [-2.63, -0.75, -4.52], [-4.54, -0.79, -6.30], [-3.05, -2.15, -7.17], [-4.35, -1.80, -8.24], [-3.42, 0.53, -8.61], [-2.09, -0.46, -8.72], [-2.44, 1.68, -6.94], [-1.25, 0.33, -6.44], [-5.27, -0.09, -6.69], [-5.00, -1.49, -5.60], [0.80, -5.73, -7.16], [1.23, -4.34, -7.48], [2.37, -3.97, -6.50], [1.88, -4.75, -4.91], [1.33, -3.77, -4.03], [3.01, -5.61, -4.48], [0.51, -5.77, -5.66], [1.62, -6.36, -7.51], [-0.11, -5.99, -7.70], [0.40, -3.66, -7.28], [1.54, -4.13, -8.51], [2.57, -2.92, -6.33], [3.31, -4.41, -6.82], [-0.42, -5.23, -5.44], [0.60, -6.71, -5.13], [6.60, -3.80, 0.61], [6.19, -2.78, 1.66], [4.99, -3.38, 2.41], [4.07, -4.40, 1.15], [2.79, -3.79, 0.81], [4.00, -5.83, 1.52], [5.32, -4.17, -0.16], [6.97, -4.70, 1.10], [7.40, -3.44, -0.04], [5.83, -1.86, 1.20], [7.02, -2.46, 2.30], [4.29, -2.67, 2.84], [5.31, -3.98, 3.26], [4.95, -3.49, -0.92], [5.28, -5.14, -0.65], [4.52, 3.61, 3.50], [3.07, 3.58, 3.02], [2.87, 4.25, 1.78], [1.37, 4.16, 1.24], [0.87, 2.80, 0.85], [1.34, 5.21, -0.01], [1.41, 6.60, 0.24], [2.85, 7.10, 0.18], [0.39, 4.89, 2.35], [-0.99, 4.69, 2.19], [-1.68, 6.04, 1.92], [5.16, 3.19, 2.72], [4.79, 4.61, 3.86], [4.69, 2.90, 4.31], [2.79, 2.53, 3.01], [2.53, 4.12, 3.80], [0.83, 7.06, -0.56], [0.94, 6.92, 1.17], [2.93, 8.18, 0.10], [3.42, 6.75, 1.04], [3.40, 6.70, -0.67], [-1.32, 3.96, 1.46], [-1.35, 4.38, 3.18], [-1.65, 6.35, 0.88], [-2.72, 5.94, 2.23], [-1.28, 6.87, 2.50], [-3.02, -1.88, 9.75], [-2.90, -1.82, 8.25], [-3.51, -0.63, 7.76], [-3.25, -0.29, 6.22], [-3.73, -1.34, 5.27], [-3.89, 1.20, 6.08], [-5.22, 1.47, 6.12], [-5.44, 2.03, 7.52], [-1.68, 0.04, 6.12], [-1.08, 0.35, 4.84], [-0.45, -0.89, 4.35], [-2.42, -2.67, 10.20], [-2.66, -0.93, 10.15], [-4.08, -1.91, 10.00], [-1.84, -1.75, 8.04], [-3.24, -2.71, 7.71], [-5.48, 2.18, 5.34], [-5.85, 0.62, 5.89], [-6.50, 2.17, 7.73], [-5.22, 1.23, 8.23], [-5.04, 3.04, 7.65], [-1.79, 0.81, 4.15], [-0.29, 1.09, 4.98], [0.35, -0.66, 3.66], [0.03, -1.43, 5.17], [-1.21, -1.54, 3.91]]
}

***

{
  "formula": "C32H75NO24S8",
  "method": "wB97M-V/def2-TZVPD",
  "lumo_ev": 0.22,
  "smiles": "C[C@H](COC(=O)CS[C@@H](N)COCCCCCO)OC(=O)CS.CCOS(C)(=O)=O.CCOS(C)(=O)=O.CCOS(C)(=O)=O.CCOS(C)(=O)=O.CCOS(C)(=O)=O.CCOS(C)(=O)=O",
  "e_tot_ha": -6310.065977,
  "largest_force_ha_per_bohr": 0.0872,
  "homo_ev": -8.811,
  "homo_lumo_gap_ha": 0.332,
  "elements": ["C", "C", "C", "O", "C", "O", "C", "S", "C", "N", "C", "O", "C", "C", "C", "C", "C", "O", "O", "C", "O", "C", "S", "H", "H", "H", "H", "H", "H", "H", "H", "H", "H", "H", "H", "H", "H", "H", "H", "H", "H", "H", "H", "H", "H", "H", "H", "H", "H", "H", "C", "C", "O", "S", "C", "O", "O", "H", "H", "H", "H", "H", "H", "H", "H", "C", "C", "O", "S", "C", "O", "O", "H", "H", "H", "H", "H", "H", "H", "H", "C", "C", "O", "S", "C", "O", "O", "H", "H", "H", "H", "H", "H", "H", "H", "C", "C", "O", "S", "C", "O", "O", "H", "H", "H", "H", "H", "H", "H", "H", "C", "C", "O", "S", "C", "O", "O", "H", "H", "H", "H", "H", "H", "H", "H", "C", "C", "O", "S", "C", "O", "O", "H", "H", "H", "H", "H", "H", "H", "H"],
  "xyz": [[-1.07, 1.03, 2.18], [-2.10, 2.26, 1.91], [-2.72, 2.61, 3.37], [-4.12, 3.00, 3.31], [-4.29, 4.22, 2.61], [-4.86, 4.16, 1.49], [-3.88, 5.67, 3.16], [-2.26, 6.30, 2.52], [-2.45, 6.94, 0.78], [-2.67, 5.79, -0.12], [-3.48, 8.15, 0.62], [-4.82, 7.75, 0.26], [-5.83, 8.59, 0.86], [-7.29, 7.89, 0.78], [-7.14, 6.35, 1.22], [-8.53, 5.55, 1.31], [-8.70, 4.62, 0.01], [-10.02, 4.03, 0.08], [-3.11, 1.85, 0.95], [-2.81, 2.25, -0.36], [-1.69, 2.53, -0.82], [-4.06, 2.31, -1.39], [-3.94, 3.82, -2.48], [-1.61, 0.12, 2.64], [-0.56, 0.69, 1.23], [-0.33, 1.40, 2.98], [-1.49, 3.17, 1.61], [-2.04, 3.39, 3.83], [-2.68, 1.64, 3.98], [-3.88, 5.60, 4.31], [-4.68, 6.44, 2.90], [-1.41, 7.37, 0.51], [-2.15, 5.86, -1.00], [-3.66, 5.57, -0.25], [-3.51, 8.79, 1.57], [-3.08, 8.84, -0.20], [-5.65, 8.81, 1.97], [-5.95, 9.59, 0.31], [-8.04, 8.48, 1.43], [-7.69, 7.98, -0.30], [-6.69, 6.36, 2.27], [-6.48, 5.82, 0.45], [-8.42, 4.81, 2.19], [-9.44, 6.19, 1.53], [-8.51, 5.23, -0.94], [-7.94, 3.75, 0.03], [-10.11, 3.27, -0.53], [-3.92, 1.39, -2.06], [-5.07, 2.25, -0.86], [-4.92, 4.74, -2.10], [1.12, -3.78, 5.29], [0.32, -2.80, 6.13], [1.15, -1.76, 6.65], [1.66, -0.61, 5.64], [2.31, 0.50, 6.86], [0.51, 0.00, 5.02], [2.75, -1.12, 4.86], [1.51, -3.30, 4.39], [0.50, -4.62, 4.98], [1.98, -4.16, 5.85], [-0.51, -2.38, 5.56], [-0.11, -3.33, 6.98], [1.50, 0.87, 7.47], [2.79, 1.32, 6.33], [3.05, -0.03, 7.46], [2.23, -0.54, -1.70], [3.63, -1.01, -1.31], [3.74, -1.25, 0.09], [3.03, -2.58, 0.70], [3.75, -2.50, 2.32], [3.55, -3.73, 0.01], [1.62, -2.33, 0.83], [1.49, -1.32, -1.53], [2.20, -0.26, -2.75], [1.94, 0.32, -1.09], [3.91, -1.90, -1.88], [4.35, -0.23, -1.56], [4.83, -2.65, 2.23], [3.31, -3.30, 2.91], [3.52, -1.54, 2.76], [-1.20, -5.76, 1.68], [-2.49, -4.98, 1.54], [-3.57, -5.61, 2.25], [-3.58, -5.52, 3.86], [-5.22, -6.15, 4.12], [-3.56, -4.13, 4.25], [-2.65, -6.47, 4.39], [-0.84, -5.76, 2.71], [-0.42, -5.32, 1.05], [-1.34, -6.80, 1.38], [-2.37, -3.95, 1.88], [-2.78, -4.95, 0.49], [-5.94, -5.46, 3.69], [-5.37, -6.24, 5.19], [-5.29, -7.13, 3.65], [6.79, -2.96, -0.68], [7.75, -1.79, -0.83], [8.78, -2.07, -1.78], [8.40, -2.07, -3.35], [10.04, -2.15, -3.99], [7.82, -0.79, -3.69], [7.73, -3.31, -3.67], [6.23, -3.13, -1.60], [6.07, -2.76, 0.12], [7.33, -3.88, -0.45], [7.21, -0.87, -1.11], [8.24, -1.60, 0.13], [10.57, -1.23, -3.73], [9.97, -2.24, -5.07], [10.55, -3.02, -3.57], [-3.58, 1.85, -5.88], [-2.64, 3.02, -6.04], [-1.60, 2.74, -6.99], [-1.98, 2.72, -8.56], [-0.33, 2.64, -9.19], [-2.56, 3.98, -8.92], [-2.64, 1.47, -8.86], [-4.14, 1.65, -6.80], [-4.31, 2.04, -5.08], [-3.03, 0.93, -5.64], [-3.18, 3.93, -6.33], [-2.15, 3.22, -5.09], [0.19, 3.57, -8.94], [-0.40, 2.53, -10.28], [0.17, 1.78, -8.76], [7.62, -6.07, -3.94], [8.53, -6.28, -2.75], [8.02, -7.27, -1.85], [8.11, -8.83, -2.30], [7.65, -9.54, -0.75], [9.49, -9.15, -2.57], [7.06, -9.10, -3.25], [7.58, -6.96, -4.57], [7.97, -5.24, -4.55], [6.60, -5.86, -3.62], [9.54, -6.53, -3.06], [8.59, -5.35, -2.18], [8.42, -9.31, -0.01], [7.58, -10.62, -0.89], [6.68, -9.14, -0.44]]
}